Record 1
C4H4O2 | wB97M-V/def2-TZVPD

Each line ends with the natural charge from an NBO analysis.
Positions of all 10 atoms, in Å:
1 O 2.302 -1.045 -0.154  -0.529
2 C 1.314 -0.437 0.110  0.790
3 O 1.183 0.932 0.264  -0.489
4 C -0.235 0.774 0.502  0.074
5 C -0.843 0.178 -0.713  -0.406
6 C -0.153 -0.706 0.322  -0.377
7 H -0.697 1.405 1.251  0.223
8 H -1.925 0.098 -0.762  0.232
9 H -0.336 0.341 -1.660  0.232
10 H -0.609 -1.540 0.840  0.250

## Properties
* energy relative to the best compared isomer or geometry (same formula, charge and spin): 106.7 kJ/mol
* HOMO energy: -0.3892 Eh
* total charge: 0
* HOMO-LUMO gap: 0.423 Eh
* E_tot: -8305.9716 eV
* strongest force on any atom: 0.7 eV/Å

***

Record 2
C5H8Br2N3 | wB97M-V/def2-TZVPD

Each line ends with the natural charge from an NBO analysis.
Positions of all 18 atoms, in Å:
1 C -1.844 -0.880 -1.840  -0.052
2 C -0.604 -1.555 -1.697  -0.336
3 C -1.237 0.518 0.054  0.056
4 C -2.059 0.225 -1.034  -0.187
5 C 0.185 -1.129 -0.703  0.478
6 N 0.025 -0.078 0.192  -0.206
7 N 0.867 0.255 1.090  -0.221
8 N 3.284 -0.395 -0.442  -1.117
9 Br -3.723 1.059 -1.042  0.196
10 Br -1.393 2.009 3.800  -0.206
11 H -2.547 -1.236 -2.643  0.281
12 H -0.449 -2.397 -2.354  0.290
13 H -1.289 1.490 0.781  0.282
14 H 4.195 -1.003 -0.448  0.397
15 H 0.478 0.698 1.937  0.374
16 H 3.594 0.597 -0.605  0.369
17 H -0.195 2.147 4.534  0.222
18 H 2.713 -0.326 0.420  0.379

## Properties
* energy relative to the best compared isomer or geometry (same formula, charge and spin): 496.5 kJ/mol
* HOMO energy (spin up / spin down): -0.4706 / -0.4739 Eh
* total charge: +1
* HOMO-LUMO gap (spin up / spin down): 0.261 / 0.215 Eh
* E_tot: -149856.9274 eV
* strongest force on any atom: 5.2 eV/Å

***

Record 3
C12H27I2InOP2Si | wB97M-V/def2-TZVPD

Each line ends with the Löwdin charge.
Positions of all 46 atoms, in Å:
1 I 0.807 5.049 2.666  0.289
2 I 3.728 1.894 -0.071  0.677
3 In 0.524 -0.087 -0.204  0.555
4 P 0.673 -1.336 2.130  0.762
5 C 1.711 -0.671 3.470  -0.249
6 C -0.820 -1.868 3.025  -0.215
7 H -0.625 -2.646 3.789  0.089
8 H 1.554 -3.590 2.682  0.083
9 H -1.525 -2.269 2.281  0.042
10 H 0.882 -3.448 1.023  0.048
11 H 1.239 0.233 3.879  0.058
12 H -1.296 -1.005 3.512  0.066
13 C 1.480 -2.937 1.792  -0.242
14 H 1.880 -1.377 4.304  0.082
15 H 2.484 -2.766 1.383  0.059
16 H 2.687 -0.376 3.061  0.050
17 P -0.712 1.155 -2.214  0.765
18 C -0.252 2.853 -2.687  -0.250
19 C -0.284 0.225 -3.725  -0.242
20 H -2.907 0.214 -2.045  0.041
21 H -2.901 1.448 -3.349  0.088
22 H -2.933 1.942 -1.624  0.065
23 C -2.529 1.206 -2.334  -0.216
24 H -0.583 -0.821 -3.561  0.047
25 H -0.786 0.603 -4.636  0.082
26 H -0.659 3.181 -3.661  0.082
27 H 0.843 2.935 -2.723  0.051
28 H 0.803 0.246 -3.877  0.059
29 H -0.607 3.552 -1.917  0.057
30 C 1.039 1.869 0.727  -0.270
31 O 1.525 2.832 1.081  -0.300
32 C -4.217 -3.274 -2.355  -0.179
33 Si -2.759 -3.824 -1.321  0.391
34 C -3.419 -4.725 0.179  -0.180
35 C -1.757 -5.044 -2.334  -0.172
36 C -1.740 -2.430 -0.842  -0.165
37 C -0.958 -1.519 -0.569  -0.276
38 H -4.845 -4.119 -2.661  0.051
39 H -3.836 -2.729 -3.239  0.035
40 H -4.802 -2.542 -1.772  0.038
41 H -4.038 -5.585 -0.099  0.050
42 H -2.563 -5.043 0.803  0.035
43 H -3.996 -4.008 0.790  0.038
44 H -1.345 -4.516 -3.214  0.037
45 H -0.881 -5.359 -1.739  0.037
46 H -2.351 -5.909 -2.642  0.050

## Properties
* energy relative to the best compared isomer or geometry (same formula, charge and spin): 148.4 kJ/mol
* HOMO energy (spin up / spin down): -0.5431 / -0.5516 Eh
* total charge: +2
* HOMO-LUMO gap (spin up / spin down): 0.205 / 0.202 Eh
* E_tot: -62740.6429 eV
* strongest force on any atom: 3.5 eV/Å

***

Record 4
C5H6N | wB97M-V/def2-TZVPD

Each line ends with the natural charge from an NBO analysis.
Positions of all 12 atoms, in Å:
1 C 2.377 0.853 -0.080  0.294
2 C -0.215 0.700 0.215  0.026
3 C 2.015 -0.860 -0.010  0.256
4 C 1.072 0.306 0.069  -0.219
5 C -1.236 -0.367 0.238  -0.660
6 N 3.121 -0.203 0.391  -0.260
7 H 2.595 1.717 -0.666  0.267
8 H -0.484 1.657 0.652  0.258
9 H 1.836 -1.890 -0.468  0.292
10 H -1.915 -0.389 1.125  0.267
11 H -0.726 -1.224 0.226  0.206
12 H -1.943 -0.265 -0.581  0.271

## Properties
* energy relative to the best compared isomer or geometry (same formula, charge and spin): 466.4 kJ/mol
* HOMO energy: -0.5518 Eh
* total charge: +1
* HOMO-LUMO gap: 0.329 Eh
* E_tot: -6760.3433 eV
* strongest force on any atom: 4.1 eV/Å

***

Record 5
C25H39Cl5NO2 | wB97M-V/def2-TZVPD

Each line ends with the Löwdin charge.
Positions of all 72 atoms, in Å:
1 C 3.793 -0.498 2.942  -0.113
2 C 4.806 0.321 2.124  -0.261
3 C 5.301 -0.347 0.822  -0.215
4 C 4.522 0.069 -0.454  -0.209
5 C 3.001 -0.040 -0.233  -0.202
6 C 2.213 -0.062 -1.579  -0.185
7 C 1.262 -1.295 -1.660  -0.180
8 C 0.100 -0.918 -2.631  -0.166
9 C -1.026 -0.140 -1.904  -0.181
10 C -2.118 -0.983 -1.300  -0.090
11 C -1.978 -2.169 -0.387  -0.148
12 O -3.022 -2.318 0.533  -0.112
13 C -3.241 -1.152 1.341  -0.149
14 C -3.860 -1.514 2.707  -0.166
15 O -2.977 -1.244 3.773  -0.135
16 C -3.002 0.102 4.208  -0.259
17 C -1.794 0.927 3.686  -0.071
18 N -3.275 -0.545 -1.653  0.173
19 C -3.243 0.650 -2.482  -0.133
20 C -1.783 0.706 -2.981  -0.628
21 Cl -1.967 -0.145 -4.611  0.723
22 C -1.226 2.078 -3.377  -0.139
23 C -0.686 2.915 -2.220  -0.230
24 C -1.355 3.184 -1.039  -0.057
25 C -0.791 3.982 -0.075  -0.082
26 C 0.445 4.560 -0.246  -0.069
27 C 1.116 4.274 -1.417  -0.071
28 C 0.566 3.476 -2.389  -0.054
29 H 2.929 -0.844 2.367  0.046
30 H 3.392 0.153 3.729  0.071
31 H 4.272 -1.386 3.365  0.076
32 H 4.437 1.331 1.897  0.103
33 H 5.685 0.467 2.765  0.103
34 H 5.234 -1.442 0.897  0.111
35 H 6.353 -0.084 0.657  0.105
36 H 4.819 1.101 -0.690  0.114
37 H 4.810 -0.556 -1.309  0.109
38 H 2.839 -1.017 0.237  0.095
39 H 2.607 0.783 0.371  0.113
40 H 2.924 -0.094 -2.414  0.114
41 H 1.615 0.850 -1.719  0.088
42 H 1.840 -2.088 -2.146  0.115
43 H 0.894 -1.575 -0.669  0.087
44 H 0.546 -0.266 -3.386  0.110
45 H -0.314 -1.816 -3.100  0.108
46 H -0.634 0.569 -1.158  0.168
47 H -0.997 -2.130 0.108  0.106
48 H -1.960 -3.058 -1.038  0.142
49 H -4.001 -0.537 0.826  0.116
50 H -2.355 -0.513 1.443  0.123
51 H -4.129 -2.576 2.725  0.139
52 H -4.810 -0.974 2.826  0.124
53 H -2.956 0.167 5.301  0.120
54 H -3.924 0.628 3.919  0.117
55 H -0.948 0.232 3.638  0.079
56 H -1.989 1.347 2.691  0.053
57 H -1.567 1.743 4.377  0.077
58 H -4.091 -1.042 -1.299  0.190
59 H -3.986 0.726 -3.275  0.126
60 H -3.441 1.497 -1.810  0.123
61 H -2.024 2.654 -3.864  0.138
62 H -0.436 1.933 -4.117  0.107
63 H -2.346 2.779 -0.852  0.098
64 H -1.325 4.204 0.847  0.113
65 H 0.859 5.209 0.517  0.115
66 H 2.099 4.713 -1.575  0.117
67 H 1.141 3.311 -3.297  0.124
68 C -0.169 -5.659 0.546  -2.042
69 Cl -1.808 -6.282 0.334  0.540
70 Cl -0.170 -4.419 1.812  0.541
71 Cl 0.910 -6.970 1.009  0.559
72 Cl 0.390 -4.947 -0.982  0.525

## Properties
* energy relative to the best compared isomer or geometry (same formula, charge and spin): 89.4 kJ/mol
* HOMO energy: -0.4483 Eh
* total charge: +1
* HOMO-LUMO gap: 0.310 Eh
* E_tot: -94747.4485 eV
* strongest force on any atom: 1.9 eV/Å

***

Record 6
C5H7BN2O3 | wB97M-V/def2-TZVPD

Each line ends with the natural charge from an NBO analysis.
Positions of all 18 atoms, in Å:
1 B -0.595 -0.756 -0.659  1.222
2 C 0.966 -0.049 1.745  0.246
3 C 0.626 1.725 0.122  0.221
4 C -0.731 1.720 2.232  -0.637
5 C 1.677 -0.984 -1.634  -0.223
6 C 0.147 1.045 1.207  0.137
7 N 1.534 -0.957 2.136  -0.226
8 N 1.004 2.477 -0.654  -0.194
9 O -1.297 -1.732 -1.404  -0.893
10 O 0.690 -0.471 -0.810  -0.741
11 O -1.334 -0.146 0.285  -0.743
12 H -1.566 2.021 1.571  0.270
13 H -1.012 0.922 3.032  0.260
14 H -0.132 2.553 2.743  0.255
15 H 1.685 -2.083 -1.718  0.196
16 H 2.554 -0.587 -1.269  0.185
17 H 1.583 -0.492 -2.729  0.174
18 H -2.216 -1.737 -1.111  0.493

## Properties
* energy relative to the best compared isomer or geometry (same formula, charge and spin): 226.1 kJ/mol
* HOMO energy (spin up / spin down): -0.4031 / -0.4031 Eh
* total charge: 0
* HOMO-LUMO gap (spin up / spin down): 0.319 / 0.318 Eh
* E_tot: -15096.8090 eV
* strongest force on any atom: 5.4 eV/Å

***

Record 7
C5H8N2 | wB97M-V/def2-TZVPD

Each line ends with the natural charge from an NBO analysis.
Positions of all 15 atoms, in Å:
1 N 2.079 -0.671 -0.262  -0.806
2 C 1.035 -0.098 0.521  -0.139
3 C 0.926 1.338 0.767  0.237
4 N 0.036 2.118 0.582  -0.389
5 C -0.444 -0.170 -0.420  -0.323
6 C -1.274 1.000 -0.059  -0.249
7 C -1.393 -1.175 -0.216  -0.333
8 H 2.916 -0.862 0.274  0.371
9 H 2.329 -0.036 -1.010  0.362
10 H 0.905 -0.662 1.450  0.222
11 H -0.087 -0.117 -1.451  0.223
12 H -1.849 0.958 0.861  0.213
13 H -1.736 1.606 -0.840  0.223
14 H -1.579 -1.946 -0.952  0.199
15 H -1.863 -1.283 0.755  0.187

## Properties
* energy relative to the best compared isomer or geometry (same formula, charge and spin): 475.4 kJ/mol
* HOMO energy (spin up / spin down): -0.2823 / -0.2882 Eh
* total charge: 0
* HOMO-LUMO gap (spin up / spin down): 0.283 / 0.284 Eh
* E_tot: -8290.0691 eV
* strongest force on any atom: 0.9 eV/Å